[1]
Computed, not measured: C34H27CrN2O3 as an isolated structure, with the ωB97M-V functional and the def2-TZVPD basis.

Each line ends with the natural charge from an NBO analysis.
CARTESIAN COORDINATES (ANGSTROEM)
1 H 3.883 -4.499 -1.049  0.235
2 H -3.121 5.066 -1.171  0.242
3 H -3.181 0.113 -1.709  0.240
4 H -3.882 -0.120 1.978  0.227
5 C 1.645 1.270 2.668  -0.003
6 H -3.929 -3.430 -0.791  0.235
7 C 0.951 -1.916 -0.821  -0.013
8 H 0.322 2.053 -5.826  0.245
9 H -5.070 -2.085 1.007  0.237
10 H 0.837 2.035 5.916  0.277
11 H 4.353 -2.074 -0.625  0.227
12 H 2.520 -0.449 -0.599  0.213
13 H 1.535 -5.226 -1.512  0.235
14 C -2.069 3.329 -1.909  -0.230
15 C 2.401 -1.371 3.620  0.751
16 C -3.121 3.970 -1.246  -0.196
17 H -1.216 3.911 -2.266  0.221
18 C 1.753 -4.183 -1.280  -0.186
19 C 0.533 0.019 0.587  0.182
20 C 2.763 2.434 4.989  -0.177
21 C 0.311 0.013 -5.133  -0.445
22 H -1.290 2.870 -4.209  0.440
23 C 3.569 2.182 3.872  -0.168
24 H 3.673 1.292 1.892  0.266
25 C -1.163 1.240 -3.013  0.424
26 H 0.725 -1.217 -3.387  0.266
27 C -3.435 -2.567 -0.345  -0.220
28 C 2.309 -1.506 -0.777  -0.206
29 H 3.180 2.945 5.858  0.277
30 H -1.232 1.216 -6.065  0.244
31 C 0.913 1.322 3.879  -0.224
32 C 1.450 1.948 5.018  -0.154
33 C 2.321 -0.548 6.062  0.742
34 C -3.407 -0.740 1.228  -0.214
35 C 3.342 -2.424 -0.814  -0.214
36 C -0.127 -0.720 -3.864  -0.304
37 H -0.313 -3.660 -1.226  0.224
38 H -1.732 -2.721 -1.651  0.203
39 C 4.424 -0.353 4.831  0.742
40 H -0.099 0.905 3.905  0.275
41 N -0.742 0.040 -2.771  -0.167
42 C 3.030 1.546 2.739  -0.183
43 H -4.953 3.714 -0.113  0.241
44 N -0.860 1.948 -4.137  -0.372
45 C -0.378 1.347 -5.379  -0.241
46 C -4.076 -1.820 0.646  -0.189
47 C -1.418 -1.217 -0.113  -0.106
48 O 5.390 -0.889 5.196  -0.384
49 H -0.826 -1.529 -4.155  0.269
50 C 1.054 0.685 1.481  -0.117
51 Cr 2.689 0.311 4.414  -0.675
52 H 1.394 0.157 -5.102  0.238
53 H -5.072 1.252 -0.541  0.240
54 H -1.592 0.414 1.307  0.219
55 C -2.108 -0.436 0.852  -0.182
56 H 4.622 2.452 3.886  0.275
57 C -4.173 3.222 -0.696  -0.163
58 C -0.008 -0.964 -0.279  -0.089
59 H 0.099 -0.623 -5.997  0.255
60 C -3.187 1.200 -1.582  -0.191
61 O 2.283 -2.471 3.247  -0.416
62 C 0.698 -3.275 -1.140  -0.223
63 C -4.229 1.830 -0.905  -0.184
64 C -2.117 1.932 -2.089  -0.073
65 C -2.151 -2.223 -0.780  -0.145
66 O 2.228 -1.156 7.052  -0.376
67 C 3.074 -3.775 -1.066  -0.177

Atoms 1-3, force components in eV/Å:
-0.2 0.1 -0.1
0.1 -0.6 0.2
-0.2 0.4 0.0

Lowest unoccupied orbital energy (alpha / beta) ... -5.289 / -8.912 eV
Net charge ... +2
HOMO (alpha / beta) ... -11.8 / -13.6 eV
⟨S²⟩ ... 3.83
Kohn-Sham gap (alpha / beta) ... 6.552 / 4.733 eV
2S+1 ... 4

[2]
Computed, not measured: one molecule with the formula C34H27F3O4S, with the ωB97M-V functional and the def2-TZVPD basis.

Each line ends with the natural charge from an NBO analysis.
CARTESIAN COORDINATES (ANGSTROEM)
1 H 1.324 -2.603 -0.402  0.224
2 C 0.019 -0.307 1.700  -0.149
3 H 0.481 1.752 -1.069  0.227
4 H 0.214 -1.639 5.606  0.222
5 H 3.860 3.692 -1.120  0.244
6 C -2.600 -0.232 0.157  -0.129
7 C 0.800 -4.861 6.601  -0.232
8 O 2.324 -2.027 4.012  -0.526
9 F -1.333 1.552 -7.973  -0.325
10 H 4.724 4.484 1.090  0.221
11 C 0.086 1.123 -5.565  -0.178
12 H 2.454 -6.095 5.981  0.218
13 S 2.516 1.059 -1.850  2.117
14 C 2.545 -4.124 5.099  -0.256
15 H 4.515 3.027 3.119  0.220
16 F -2.982 2.523 -6.916  -0.323
17 H -7.121 2.255 -1.017  0.207
18 H -6.664 0.950 0.144  0.181
19 C 4.132 2.689 2.141  -0.192
20 H -3.979 0.218 -3.430  0.233
21 H 3.459 0.768 2.912  0.226
22 O 2.999 -0.294 -1.968  -0.946
23 C 0.704 -2.610 5.716  -0.270
24 O 3.017 2.054 -2.771  -0.926
25 C 3.076 0.980 0.802  -0.233
26 C 0.216 1.390 -3.147  0.069
27 C -3.932 0.181 -0.029  -0.342
28 C -4.369 0.468 -1.335  0.326
29 C -1.202 1.657 -5.559  -0.149
30 C 0.625 0.898 -1.714  -0.441
31 H 0.369 -5.617 7.248  0.217
32 C 3.548 1.420 2.038  -0.204
33 C 3.144 1.803 -0.308  -0.229
34 H 2.652 -0.013 0.690  0.239
35 C 0.812 1.058 -4.364  -0.227
36 H -0.727 0.501 1.754  0.214
37 C -0.938 2.163 -3.227  -0.204
38 C -1.693 2.252 -4.403  -0.194
39 C -2.047 1.548 -6.808  0.977
40 H -1.389 2.662 -2.378  0.223
41 H -2.695 2.699 -4.458  0.238
42 H -0.720 -3.394 7.111  0.217
43 C 3.751 3.067 -0.238  -0.201
44 C 0.175 -3.616 6.525  -0.190
45 H 1.824 0.661 -4.414  0.244
46 C -1.687 -0.282 -0.904  -0.085
47 C 0.341 -0.887 0.483  -0.070
48 H 3.470 -4.309 4.547  0.231
49 C 1.522 -1.747 2.887  0.295
50 C 1.863 -2.905 4.993  0.301
51 C 1.969 -5.120 5.887  -0.192
52 H -5.678 2.476 0.052  0.184
53 C 4.245 3.504 0.998  -0.222
54 C 1.164 -2.030 0.513  -0.125
55 F -2.737 0.363 -6.785  -0.333
56 H 0.493 0.717 -6.498  0.238
57 H 2.440 -3.312 1.712  0.236
58 H 0.272 -0.800 -1.719  0.248
59 H -2.303 -0.535 1.166  0.212
60 H -4.572 0.388 0.836  0.224
61 C -0.152 -0.233 -0.845  -0.271
62 C -3.567 0.059 -2.429  -0.274
63 H -1.696 -0.650 -3.060  0.220
64 O -5.507 1.169 -1.605  -0.504
65 C 1.745 -2.460 1.713  -0.273
66 H 0.358 -0.240 3.875  0.226
67 C -2.252 -0.308 -2.199  -0.168
68 C -6.283 1.748 -0.522  -0.256
69 C 0.576 -0.727 2.921  -0.279

Atoms 1-3, force components in eV/Å:
0.2 0.3 0.2
-0.5 0.7 1.2
0.0 1.1 -0.1

Lowest unoccupied orbital energy ... 0.350 eV
HOMO ... -8.4 eV
Structure (SMILES) ... COc1ccc([C@H](c2ccc(Oc3ccccc3)cc2)[C@H](c2ccc(C(F)(F)F)cc2)S(=O)(=O)c2ccccc2)cc1
Kohn-Sham gap ... 8.713 eV

[3]
Computed, not measured: C34H27IMoN2P as an isolated structure, with the ωB97M-V functional and the def2-TZVPD basis.

Each line ends with the natural charge from an NBO analysis.
CARTESIAN COORDINATES (ANGSTROEM)
1 C 0.113 2.259 -1.467  0.164
2 C -0.839 -1.158 5.187  -0.178
3 C -3.873 -2.600 -0.302  -0.007
4 C 1.647 -4.692 1.302  -0.116
5 H 1.583 -3.856 -1.992  0.264
6 C 0.256 -3.085 -0.481  -0.350
7 C -3.177 -0.785 4.692  -0.201
8 C 2.231 2.833 -0.995  -0.070
9 C 1.690 0.725 3.531  -0.182
10 C -5.913 -2.135 -2.256  -0.181
11 H -4.168 -0.487 5.015  0.255
12 H -0.015 -1.147 5.892  0.250
13 C -3.829 -1.557 -1.251  -0.159
14 H 2.167 -5.356 1.984  0.266
15 H 2.845 -5.265 -0.392  0.270
16 C -3.135 -4.005 1.542  -0.131
17 I -2.227 -0.208 -1.448  0.496
18 C -4.780 -1.300 -2.190  -0.185
19 H 0.888 0.951 2.850  0.180
20 C -6.013 -3.184 -1.397  -0.118
21 H 3.190 3.335 -0.936  0.279
22 C -0.089 -3.093 0.889  -0.300
23 C 1.895 1.611 -0.353  0.029
24 N 1.863 -0.381 0.869  -0.506
25 H -6.036 -5.194 0.306  0.253
26 H 1.067 2.235 4.929  0.236
27 H 4.371 -1.314 3.930  0.228
28 H 3.545 0.946 0.837  0.269
29 C -2.113 -0.773 5.590  -0.125
30 C 1.332 -3.848 -0.938  -0.116
31 C -2.974 -1.196 3.385  -0.106
32 N 0.545 1.269 -0.675  -0.570
33 H -4.677 -0.482 -2.893  0.249
34 C 2.541 -1.114 1.976  -0.243
35 C 3.632 -0.546 4.152  -0.198
36 C -5.163 -4.563 0.431  -0.079
37 H -3.810 -1.229 2.695  0.224
38 C 2.611 -0.278 3.245  -0.112
39 C 3.715 0.169 5.340  -0.171
40 C 2.548 0.756 0.461  0.139
41 H -0.890 2.286 -1.869  0.234
42 C -1.689 -1.593 2.982  -0.493
43 C -0.617 -1.554 3.880  -0.189
44 H 2.031 -2.046 2.128  0.213
45 C 0.621 -3.891 1.782  -0.205
46 H -4.356 -5.713 2.036  0.261
47 H 0.361 -3.913 2.833  0.260
48 C 1.116 3.237 -1.678  -0.242
49 C 2.025 -4.648 -0.042  -0.140
50 C 1.781 1.448 4.716  -0.211
51 H -2.433 -4.221 2.340  0.230
52 H 0.998 4.134 -2.272  0.284
53 H -6.678 -1.935 -2.993  0.264
54 H 4.511 -0.045 6.043  0.248
55 H 0.386 -1.824 3.574  0.220
56 C -4.238 -4.853 1.388  -0.206
57 H 2.870 1.740 6.538  0.248
58 C -5.015 -3.445 -0.425  -0.066
59 H 3.552 -1.354 1.646  0.241
60 H -0.452 -2.707 -1.227  0.279
61 P -1.476 -2.009 1.276  1.296
62 C -2.943 -2.905 0.732  -0.423
63 C 2.792 1.170 5.619  -0.177
64 H -2.279 -0.459 6.614  0.254
65 H -6.869 -3.849 -1.444  0.254
66 Mo 0.105 -0.621 0.047  0.918

Atoms 1-3, force components in eV/Å:
0.2 0.0 0.1
0.0 0.0 0.0
-0.1 -0.1 -0.1

Lowest unoccupied orbital energy (alpha / beta) ... -11.413 / -11.398 eV
Net charge ... +3
HOMO (alpha / beta) ... -16.5 / -16.5 eV
Kohn-Sham gap (alpha / beta) ... 5.081 / 5.094 eV